# 1
9
Properties=species:S:1:pos:R:3 method="wB97M-V/def2-TZVPD" orbital_gap_ha="0.3260 / 0.3260" energy_ha=-705.8126 homo_energy_ha="-0.5524 / -0.5525" total_charge=+1 relative_energy_ev=3.254 lumo_ev="-6.16 / -6.16"
C 0.085 0.227 -0.960
C 0.190 1.325 -0.266
C 0.144 -1.058 0.024
N -0.261 -0.127 1.133
O -1.050 -0.347 1.940
Cl 0.337 2.806 0.124
H -0.064 0.246 -2.033
H -0.606 -1.733 -0.033
H 1.225 -1.338 0.071


# 2
7
Properties=species:S:1:pos:R:3 method="wB97M-V/def2-TZVPD" orbital_gap_ha=0.4451 energy_ha=-133.0004 homo_energy_ha=-0.6649 smiles="C=[N+]=C" total_charge=+1 relative_energy_ev=0.401 lumo_ev=-5.98
C -0.246 0.768 0.990
C 0.121 -0.723 -1.068
N -0.014 0.057 0.000
H -0.390 1.772 1.106
H -0.037 0.218 1.937
H -0.609 -1.321 -1.705
H 1.174 -0.770 -1.260


# 3
87
Properties=species:S:1:pos:R:3 method="wB97M-V/def2-TZVPD" orbital_gap_ha=0.1583 energy_ha=-2185.9501 homo_energy_ha=-0.3547 total_charge=+1 lumo_ev=-5.34
O 8.899 -0.103 -3.971
H 8.581 -0.863 -4.463
H 8.748 0.687 -4.495
H 8.424 -0.001 -3.143
O 4.287 -6.444 -3.517
H 3.690 -7.097 -3.889
H 3.760 -5.765 -3.090
H 4.776 -6.061 -4.249
Cl 2.147 -1.102 -0.952
O 1.635 -2.466 -1.083
O 3.239 -0.993 -1.892
O 1.160 -0.171 -1.381
O 2.605 -0.965 0.381
C 0.511 3.966 -6.511
O 1.674 3.372 -7.078
H 0.156 4.678 -7.256
H -0.164 3.149 -6.256
H 0.841 4.411 -5.573
H 2.090 4.032 -7.638
C -5.748 0.077 -6.737
C -5.477 -1.459 -6.507
C -5.838 -2.335 -7.735
O -5.670 -3.646 -7.161
C -6.346 -4.722 -7.899
N -3.999 -1.576 -6.320
H -6.796 0.165 -7.022
H -5.027 0.183 -7.547
H -5.606 0.718 -5.866
H -6.043 -1.944 -5.712
H -5.269 -1.927 -8.571
H -6.854 -2.239 -8.119
H -5.624 -5.533 -7.806
H -6.488 -4.504 -8.958
H -7.297 -5.037 -7.468
H -3.693 -1.053 -5.512
H -3.772 -2.506 -5.998
C 5.837 5.380 1.793
C 6.243 4.428 2.911
C 5.034 4.246 3.946
O 4.859 5.550 4.549
C 4.439 5.468 5.919
N 6.444 3.216 2.245
H 5.361 6.249 2.247
H 4.939 5.071 1.258
H 6.644 5.778 1.177
H 7.121 4.752 3.470
H 5.385 3.576 4.731
H 4.027 4.043 3.580
H 4.278 6.539 6.040
H 5.238 5.360 6.652
H 3.468 5.021 6.131
H 7.089 2.534 2.618
H 5.599 2.674 2.141
C -3.224 4.550 3.370
C -4.566 5.023 2.794
C -5.540 3.943 2.341
O -6.668 4.545 1.690
C -7.740 4.945 2.605
N -5.085 5.887 3.803
H -2.501 5.357 3.493
H -2.727 3.827 2.723
H -3.349 4.249 4.410
H -4.354 5.544 1.861
H -5.841 3.372 3.220
H -5.056 3.189 1.720
H -7.827 4.399 3.545
H -8.548 4.500 2.024
H -7.814 6.016 2.795
H -5.409 5.321 4.574
H -5.911 6.225 3.331
C 2.400 -5.358 5.794
C 1.118 -5.926 5.229
C 1.275 -7.387 4.989
O 2.505 -7.640 4.310
C 2.544 -8.747 3.429
N 0.102 -5.643 6.156
H 2.978 -5.988 6.469
H 2.205 -4.344 6.144
H 3.025 -5.340 4.902
H 0.990 -5.318 4.333
H 0.420 -7.888 4.535
H 1.182 -7.898 5.948
H 1.852 -9.522 3.758
H 3.451 -9.349 3.365
H 2.200 -8.513 2.422
H 0.339 -6.147 6.998
H 0.055 -4.697 6.507


# 4
21
Properties=species:S:1:pos:R:3 method="wB97M-V/def2-TZVPD" orbital_gap_ha=0.3356 energy_ha=-1473.2589 homo_energy_ha=-0.3568 relative_energy_ev=1.216 lumo_ev=-0.58
C -3.678 -0.748 -0.069
C 3.597 0.957 -0.426
C -2.712 -0.902 0.824
C 2.279 0.740 -0.668
C -2.639 1.091 -0.193
C 3.060 -0.737 0.761
N -3.652 0.455 -0.659
N 4.063 0.007 0.492
N -1.958 0.276 0.716
N 1.929 -0.340 0.111
O -0.063 1.898 0.858
O 0.490 -2.069 0.939
O -0.114 -0.975 -1.208
S -0.488 0.596 1.402
S 0.380 -0.933 0.145
H -4.448 -1.552 -0.255
H 4.289 1.733 -0.886
H -2.449 -1.663 1.423
H 1.579 1.295 -1.229
H -2.429 2.052 -0.493
H 3.006 -1.640 1.341


# 5
39
Properties=species:S:1:pos:R:3 method="wB97M-V/def2-TZVPD" orbital_gap_ha=0.3275 energy_ha=-843.4885 homo_energy_ha=-0.3001 smiles=CCCC[C@H](c1c[nH]cn1)c1cccc(CO)c1O relative_energy_ev=3.760 lumo_ev=0.75
N 1.939 1.135 -2.608
O -0.661 0.084 2.191
O -1.541 1.367 4.468
C 1.579 1.238 -3.865
C -0.040 0.123 -2.672
C 0.993 0.570 -1.826
C -0.149 3.895 0.632
C -0.862 3.734 1.865
C 0.330 2.796 -0.139
C -0.455 1.297 1.566
C -1.055 2.436 2.292
C 0.256 1.482 0.367
N 0.392 0.479 -3.920
C -1.973 2.304 3.468
C 1.949 -2.324 2.646
C 0.891 0.321 -0.340
C 1.485 -2.566 1.148
C 2.206 -0.132 0.134
C 2.293 -1.698 0.113
H -1.378 0.344 2.808
H -0.674 1.557 4.849
H 2.089 1.548 -4.755
H -0.869 -0.578 -2.430
H -0.071 4.905 0.267
H -1.135 4.655 2.263
H 0.819 3.055 -0.961
H 0.044 0.090 -4.791
H -2.094 3.257 3.941
H -2.952 2.001 3.123
H 1.715 -1.220 2.905
H 2.981 -2.370 2.686
H 1.451 -2.980 3.373
H 0.286 -0.507 -0.118
H 1.658 -3.680 1.050
H 0.483 -2.281 0.950
H 3.035 0.142 -0.584
H 2.372 0.204 1.177
H 3.387 -1.934 0.245
H 1.914 -2.108 -0.882


# 6
53
Properties=species:S:1:pos:R:3 method="wB97M-V/def2-TZVPD" orbital_gap_ha="0.2544 / 0.2538" energy_ha=-3499.0405 s2=2.00 homo_energy_ha="-0.1529 / -0.1524" multiplicity=3 total_charge=-1 relative_energy_ev=0.000 lumo_ev="2.76 / 2.76"
Ni 0.053 0.395 0.009
O -0.051 0.387 -2.028
C -0.105 1.275 -2.976
C -0.967 1.097 -4.059
C -0.971 2.026 -5.103
C -0.075 3.096 -5.144
C 0.759 3.372 -3.980
C 0.665 2.538 -2.900
C 1.136 2.873 -1.530
N 0.908 2.205 -0.402
C 1.495 2.979 0.628
C 2.121 4.070 0.082
N 1.911 3.995 -1.291
H -1.530 0.194 -4.004
H -1.607 1.886 -5.941
H -0.088 3.775 -6.015
H 1.510 4.153 -3.989
H 1.402 2.703 1.676
H 2.573 4.869 0.585
H 2.158 4.725 -1.955
C -0.305 -4.379 0.090
Si -1.053 -2.681 0.053
C -2.325 -2.531 1.436
C -1.858 -2.525 -1.633
N 0.144 -1.509 0.542
C 1.140 -1.806 1.484
C 0.963 -2.693 2.634
C 1.940 -2.777 3.628
C 3.077 -1.973 3.512
C 3.274 -1.014 2.482
C 2.321 -0.996 1.432
F 2.486 -0.168 0.337
H -0.859 -5.069 -0.574
H -0.358 -4.736 1.170
H 0.743 -4.473 -0.331
H -2.596 -1.527 1.785
H -1.749 -2.990 2.227
H -3.318 -2.981 1.262
H -2.933 -2.590 -1.544
H -1.536 -3.320 -2.338
H -1.544 -1.571 -2.083
H 0.172 -3.414 2.640
H 1.935 -3.462 4.445
H 3.978 -2.056 4.178
H 4.118 -0.336 2.523
C -2.680 1.121 3.059
S -1.610 1.643 1.669
O -2.097 0.879 0.521
O -1.839 3.064 1.547
O -0.267 1.121 2.080
H -3.690 0.761 2.795
H -2.830 1.997 3.692
H -2.140 0.372 3.619


# 7
63
Properties=species:S:1:pos:R:3 method="wB97M-V/def2-TZVPD" orbital_gap_ha="0.2617 / 0.2629" energy_ha=-5664.0523 s2=3.79 homo_energy_ha="-0.2688 / -0.2782" multiplicity=4 relative_energy_ev=1.208 lumo_ev="-0.19 / -0.42"
Cr 0.737 -0.031 0.359
O -2.411 -2.093 1.674
C -1.289 -1.664 1.503
N -0.859 -0.372 1.492
C -1.079 0.465 2.599
C -2.064 0.322 3.567
C -2.097 1.215 4.638
C -1.165 2.233 4.734
C -0.174 2.381 3.763
C -0.129 1.492 2.702
N 0.748 1.516 1.580
C 1.232 2.697 1.123
O 1.424 3.729 1.739
C 1.357 2.670 -0.382
C 1.811 3.744 -1.115
C 1.760 3.667 -2.496
C 1.239 2.524 -3.086
C 0.808 1.488 -2.280
N 0.876 1.563 -0.949
C -0.088 -2.591 1.425
C -0.184 -3.933 1.707
C 0.988 -4.649 1.914
C 2.199 -3.989 1.826
C 2.212 -2.644 1.488
N 1.089 -1.956 1.288
H -2.797 -0.469 3.473
H -2.861 1.107 5.399
H -1.197 2.921 5.570
H 0.557 3.172 3.830
H 2.179 4.609 -0.581
H 2.111 4.489 -3.107
H 1.167 2.429 -4.161
H 0.384 0.582 -2.688
H -1.166 -4.378 1.792
H 0.951 -5.702 2.164
H 3.135 -4.500 2.005
H 3.136 -2.101 1.352
F 2.449 -3.849 -5.028
C 2.593 -3.028 -3.987
C 1.521 -2.741 -3.168
F 0.326 -3.283 -3.408
C 1.709 -1.889 -2.099
F 0.624 -1.628 -1.320
C 2.916 -1.289 -1.778
S 3.116 -0.220 -0.413
C 3.970 -1.604 -2.634
F 5.178 -1.077 -2.420
C 3.820 -2.452 -3.713
F 4.859 -2.724 -4.505
C -3.393 1.701 -2.494
As -2.764 0.815 -0.906
C -2.540 2.201 0.408
C -4.196 -0.286 -0.269
O -1.403 -0.052 -1.256
H -4.366 2.163 -2.329
H -3.462 0.953 -3.281
H -2.665 2.460 -2.776
H -3.273 2.986 0.227
H -1.533 2.607 0.331
H -2.679 1.783 1.404
H -4.977 0.333 0.171
H -3.771 -0.957 0.480
H -4.596 -0.867 -1.097


# 8
47
Properties=species:S:1:pos:R:3 method="wB97M-V/def2-TZVPD" orbital_gap_ha=0.2531 energy_ha=-2554.8510 homo_energy_ha=-0.1993 total_charge=-1 relative_energy_ev=1.098 lumo_ev=1.46
C 1.878 -3.360 -1.142
C 2.258 -2.445 -2.266
C 1.707 -2.849 -3.598
N 2.996 -1.441 -2.107
Nb 2.013 0.383 -2.017
Cl 4.011 1.750 -2.327
C 1.625 0.479 -4.280
C 2.104 1.690 -4.981
O 3.138 1.695 -5.618
O 1.393 2.833 -4.901
P 0.438 2.447 -1.920
P -1.451 1.759 -1.128
O -2.486 2.790 -1.183
O -1.887 0.496 -2.020
O -1.163 1.231 0.366
C 2.304 0.653 0.267
O 1.987 1.665 0.838
N 2.858 -0.435 1.140
C 2.587 -0.181 2.476
O 3.377 0.161 3.328
F 1.319 -0.411 2.801
H 2.496 -3.203 -0.277
H 1.999 -4.370 -1.510
H 0.826 -3.237 -0.936
H 2.380 -2.580 -4.395
H 1.484 -3.902 -3.623
H 0.783 -2.315 -3.770
H 0.496 -0.565 -1.718
H 0.560 0.309 -4.430
H 2.188 -0.327 -4.713
H 0.491 2.655 -4.624
H 0.934 3.349 -0.962
H -1.790 -0.318 -1.524
H -1.956 0.854 0.756
H 3.866 -0.473 1.087
C -1.969 1.633 4.173
O -3.193 1.607 4.920
C -3.816 0.438 4.912
O -3.454 -0.558 4.347
O -4.927 0.555 5.642
C -5.700 -0.641 5.715
H -1.570 2.638 4.256
H -1.250 0.929 4.585
H -2.153 1.412 3.125
H -5.129 -1.442 6.181
H -6.034 -0.945 4.725
H -6.566 -0.413 6.331


Number 1: maximum force 0.094 hartree/bohr. Number 2: maximum force 0.109 hartree/bohr. Number 3: maximum force 0.072 hartree/bohr. Number 4: maximum force 0.073 hartree/bohr. Number 5: maximum force 0.116 hartree/bohr. Number 6: maximum force 0.053 hartree/bohr. Number 7: maximum force 0.010 hartree/bohr. Number 8: maximum force 0.084 hartree/bohr.